Record 1
ORCA calculation (ωB97M-V with the def2-TZVPD basis set) on a molecular structure, C28H34BrF7N3O4PdS2Sb.

2S+1: 5
Net charge: +2
Lowest unoccupied orbital energy (alpha / beta): -5.5 / -8.0 eV
Highest occupied orbital energy (alpha / beta): -14.28 / -14.47 eV
Energy above the lowest of the compared OMol25 structures with the same formula, charge and spin: 119.84 kJ/mol

Positions of all 81 atoms, in Å:
Pd1 0.262 -0.334 -0.140
C1 1.586 1.019 -3.386
C2 2.928 0.371 -3.037
C3 2.976 -1.094 -3.471
C4 3.321 0.688 -1.603
C5 4.175 1.762 -1.415
C6 4.556 2.185 -0.148
C7 4.077 1.547 0.982
C8 3.226 0.457 0.882
C9 2.753 -0.175 2.181
C10 3.734 -1.258 2.653
C11 1.313 -0.697 2.243
C12 2.892 0.011 -0.422
N1 2.141 -1.176 -0.494
C13 2.636 -2.406 -0.476
C14 4.033 -2.640 -0.693
C15 4.534 -3.910 -0.728
C16 3.677 -5.008 -0.540
C17 2.318 -4.823 -0.301
C18 1.817 -3.551 -0.269
F1 0.521 -3.363 -0.006
H1 1.316 0.782 -4.417
H2 1.622 2.103 -3.285
H3 0.774 0.666 -2.749
H4 3.676 0.894 -3.635
H5 2.127 -1.670 -3.101
H6 3.896 -1.589 -3.158
H7 2.942 -1.141 -4.560
H8 4.551 2.290 -2.283
H9 5.217 3.036 -0.045
H10 4.356 1.909 1.964
H11 2.810 0.635 2.910
H12 3.732 -2.120 1.982
H13 3.452 -1.612 3.645
H14 4.751 -0.873 2.709
H15 1.218 -1.742 1.947
H16 0.599 -0.081 1.662
H17 0.934 -0.614 3.262
H18 4.675 -1.781 -0.833
H19 5.588 -4.075 -0.898
H20 4.078 -6.012 -0.571
H21 1.652 -5.658 -0.131
C19 -5.449 3.145 -0.842
Sb1 -4.613 1.363 -0.131
C20 -4.598 0.155 -1.848
C21 -6.031 0.520 1.172
H22 -6.530 2.997 -0.876
H23 -5.058 3.319 -1.842
H24 -5.206 3.987 -0.203
H25 -4.705 -0.894 -1.577
H26 -3.675 0.309 -2.403
H27 -5.450 0.481 -2.446
H28 -6.238 -0.494 0.835
H29 -6.925 1.140 1.104
H30 -5.675 0.514 2.199
Br1 -1.038 -1.843 -2.521
C22 -1.900 -2.195 -0.886
C23 -2.815 -3.226 -0.785
C24 -3.385 -3.451 0.457
C25 -3.028 -2.643 1.530
C26 -2.108 -1.634 1.329
N2 -1.551 -1.405 0.126
H31 -3.058 -3.831 -1.647
H32 -4.097 -4.256 0.587
H33 -3.448 -2.795 2.514
H34 -1.801 -0.970 2.124
F2 1.130 2.498 1.756
C27 0.504 2.947 0.678
F3 1.189 2.583 -0.410
F4 0.422 4.257 0.699
S1 -1.224 2.145 0.561
O1 -1.230 1.551 -0.781
O2 -1.285 1.137 1.598
N3 -2.263 3.309 0.595
S2 -2.187 4.378 1.859
O3 -1.286 3.912 2.870
O4 -2.152 5.708 1.373
C28 -3.864 4.136 2.610
F5 -4.798 4.790 1.929
F6 -4.193 2.828 2.619
F7 -3.822 4.576 3.849

Record 2
ORCA calculation (ωB97M-V with the def2-TZVPD basis set) on a molecular structure, C28H34BrIN5O8PdS.

Net charge: -1
Lowest unoccupied orbital energy: 1.8 eV
Highest occupied orbital energy: -6.15 eV
Energy above the lowest of the compared OMol25 structures with the same formula, charge and spin: 0.00 kJ/mol

Positions of all 79 atoms, in Å:
Pd1 0.014 0.495 -0.230
I1 -6.701 0.578 -3.922
C1 -5.301 1.062 -2.451
C2 -5.554 2.123 -1.594
C3 -4.628 2.427 -0.606
C4 -3.444 1.707 -0.495
C5 -3.193 0.669 -1.387
C6 -4.132 0.324 -2.352
C7 -2.468 2.068 0.607
O1 -2.920 2.390 1.695
O2 -1.213 2.066 0.271
H1 -6.466 2.698 -1.685
H2 -4.816 3.234 0.091
H3 -2.266 0.108 -1.336
H4 -3.947 -0.513 -3.012
C8 -3.291 -3.109 1.686
C9 -3.557 -1.615 1.522
N1 -2.832 -0.775 2.469
C10 -3.512 -0.364 3.692
C11 -3.310 -1.323 4.860
C12 -1.580 -0.361 2.187
C13 -0.880 0.582 3.126
N2 -0.907 -0.764 1.153
H5 -3.750 -3.662 0.865
H6 -3.703 -3.485 2.623
H7 -2.219 -3.315 1.677
H8 -4.619 -1.404 1.647
H9 -3.297 -1.305 0.511
H10 -4.574 -0.285 3.458
H11 -3.176 0.634 3.958
H12 -3.739 -2.302 4.647
H13 -3.789 -0.930 5.758
H14 -2.248 -1.462 5.067
H15 -1.394 1.540 3.159
H16 0.128 0.736 2.748
H17 -0.827 0.158 4.130
H18 -1.351 -1.447 0.548
N3 0.126 1.720 -1.958
C14 1.436 2.308 -1.997
C15 1.882 3.053 -0.911
C16 3.187 3.499 -0.886
C17 4.053 3.203 -1.936
C18 3.579 2.528 -3.050
C19 2.259 2.097 -3.088
S1 5.814 3.341 -1.673
O3 6.004 4.560 -0.912
O4 6.407 3.308 -2.994
O5 6.077 2.121 -0.889
H19 -0.121 1.258 -2.822
H20 -0.600 2.349 -1.627
H21 1.213 3.230 -0.076
H22 3.563 4.074 -0.049
H23 4.262 2.327 -3.866
H24 1.882 1.558 -3.952
C20 3.882 1.883 2.536
N4 4.212 1.340 1.243
C21 3.305 0.636 0.522
N5 3.746 0.171 -0.678
O6 2.170 0.378 0.953
H25 4.766 1.872 3.173
H26 3.108 1.268 2.988
H27 3.511 2.911 2.474
H28 5.041 1.662 0.755
H29 4.585 0.582 -1.067
H30 3.034 -0.188 -1.295
Br1 3.713 -7.114 -2.023
C22 2.671 -5.533 -1.887
C23 1.396 -5.520 -2.429
C24 0.627 -4.373 -2.298
C25 1.136 -3.256 -1.650
C26 2.425 -3.282 -1.130
C27 3.198 -4.430 -1.237
C28 0.277 -2.034 -1.472
O7 -0.947 -2.156 -1.411
O8 0.943 -0.927 -1.394
H31 1.012 -6.393 -2.938
H32 -0.382 -4.338 -2.688
H33 2.809 -2.404 -0.626
H34 4.196 -4.466 -0.823

Record 3
ORCA calculation (ωB97M-V with the def2-TZVPD basis set) on a molecular structure, C28H34ClN7P2S3Tl.

Net charge: +1
Lowest unoccupied orbital energy: -3.4 eV
Highest occupied orbital energy: -10.61 eV
Energy above the lowest of the compared OMol25 structures with the same formula, charge and spin: 60.53 kJ/mol

Positions of all 76 atoms, in Å:
Tl1 0.076 -0.152 0.400
N1 1.612 -3.418 2.988
C1 1.114 -2.203 2.637
S1 2.113 -1.192 1.626
N2 -0.065 -1.900 3.105
N3 -0.570 -0.722 2.653
C2 -1.210 0.038 3.458
C3 -1.472 -0.310 4.879
C4 -2.245 -1.420 5.205
C5 -2.490 -1.729 6.533
C6 -1.949 -0.942 7.541
C7 -1.172 0.161 7.220
C8 -0.942 0.484 5.890
C9 -1.620 1.373 2.949
C10 -2.573 2.131 3.613
C11 -2.870 3.396 3.131
C12 -2.198 3.862 2.017
C13 -1.273 3.026 1.407
N4 -0.998 1.808 1.855
H1 2.600 -3.564 2.865
H2 1.175 -3.889 3.764
H3 -2.661 -2.035 4.416
H4 -3.100 -2.587 6.782
H5 -2.134 -1.188 8.579
H6 -0.747 0.774 8.003
H7 -0.334 1.344 5.636
H8 -3.063 1.736 4.492
H9 -3.607 4.011 3.630
H10 -2.379 4.851 1.621
H11 -0.724 3.354 0.533
C14 3.182 -1.082 -1.780
P1 1.450 -1.663 -1.784
C15 1.610 -3.426 -1.330
C16 1.134 -1.818 -3.597
C17 1.105 -0.474 -4.341
P2 -0.201 0.639 -3.668
C18 -1.683 -0.012 -4.541
C19 0.082 2.160 -4.652
H12 3.743 -1.561 -2.586
H13 3.640 -1.340 -0.827
H14 3.221 -0.001 -1.898
H15 2.411 -3.900 -1.899
H16 0.672 -3.943 -1.540
H17 1.823 -3.506 -0.264
H18 0.187 -2.353 -3.728
H19 1.919 -2.466 -3.997
H20 0.957 -0.634 -5.412
H21 2.062 0.041 -4.216
H22 -1.564 0.036 -5.625
H23 -2.554 0.580 -4.255
H24 -1.878 -1.045 -4.259
H25 0.135 1.951 -5.722
H26 1.007 2.637 -4.329
H27 -0.735 2.860 -4.472
S2 1.132 1.873 -0.791
C20 1.789 2.508 0.634
N5 2.234 2.956 1.601
Cl1 -2.719 -3.849 -3.344
C21 -2.453 -3.576 -1.662
C22 -3.020 -4.410 -0.714
C23 -2.748 -4.161 0.618
C24 -1.922 -3.099 0.957
N6 -1.386 -2.294 0.035
C25 -1.653 -2.526 -1.252
H28 -3.648 -5.237 -1.018
H29 -3.155 -4.796 1.393
H30 -1.643 -2.916 1.989
H31 -1.213 -1.845 -1.972
S3 -4.737 0.879 -0.853
C26 -3.696 2.037 -1.557
C27 -2.408 1.739 -1.268
N7 -2.236 0.599 -0.514
C28 -3.387 0.055 -0.229
H32 -4.077 2.866 -2.130
H33 -1.543 2.306 -1.574
H34 -3.500 -0.835 0.373

Record 4
ORCA calculation (ωB97M-V with the def2-TZVPD basis set) on a molecular structure, C28H34F5GeO4S2Ti.

2S+1: 2
Net charge: +2
Lowest unoccupied orbital energy (alpha / beta): -6.8 / -8.8 eV
Highest occupied orbital energy (alpha / beta): -13.45 / -13.36 eV
Energy above the lowest of the compared OMol25 structures with the same formula, charge and spin: 0.00 kJ/mol

Positions of all 75 atoms, in Å:
Ti1 -0.996 -0.187 0.933
C1 -4.975 -0.598 2.937
C2 -4.217 -1.024 1.692
C3 -4.630 -0.186 0.494
C4 -4.371 -2.512 1.441
O1 -2.773 -0.779 1.941
Ge1 -2.084 0.138 3.413
O2 -1.515 1.375 1.903
C5 -0.954 2.752 2.056
C6 0.365 2.787 1.305
C7 -0.751 3.004 3.538
C8 -1.983 3.691 1.458
O3 -0.377 -0.819 2.546
C9 0.298 -2.035 3.094
C10 1.776 -1.704 3.121
C11 -0.265 -2.259 4.483
C12 -0.026 -3.186 2.160
H1 -6.034 -0.825 2.814
H2 -4.901 0.480 3.112
H3 -4.634 -1.140 3.823
H4 -5.707 -0.266 0.343
H5 -4.140 -0.534 -0.415
H6 -4.390 0.867 0.655
H7 -5.408 -2.734 1.188
H8 -4.111 -3.084 2.333
H9 -3.743 -2.834 0.613
H10 1.077 2.072 1.726
H11 0.805 3.781 1.384
H12 0.221 2.576 0.244
H13 -0.070 2.272 3.980
H14 -1.697 3.000 4.082
H15 -0.303 3.988 3.675
H16 -2.099 3.522 0.388
H17 -1.667 4.724 1.607
H18 -2.951 3.562 1.944
H19 1.973 -0.853 3.773
H20 2.135 -1.477 2.117
H21 2.332 -2.562 3.502
H22 -0.075 -1.406 5.137
H23 0.217 -3.129 4.930
H24 -1.337 -2.472 4.451
H25 0.304 -2.965 1.142
H26 -1.095 -3.404 2.156
H27 0.502 -4.083 2.486
F1 -2.481 1.912 -5.309
C13 -2.269 1.090 -4.300
C14 -2.120 1.592 -3.014
F2 -2.186 2.894 -2.773
C15 -1.896 0.695 -1.997
F3 -1.753 1.180 -0.715
C16 -1.806 -0.672 -2.164
S1 -1.556 -1.736 -0.798
C17 -1.957 -1.147 -3.462
F4 -1.882 -2.449 -3.701
C18 -2.187 -0.280 -4.519
F5 -2.325 -0.754 -5.743
C19 8.230 1.044 -5.758
C20 6.816 0.916 -5.295
O4 5.875 1.554 -5.619
S2 6.707 -0.478 -4.038
C21 5.235 -0.333 -3.187
C22 4.182 0.582 -3.456
C23 3.068 0.572 -2.673
C24 2.935 -0.342 -1.591
C25 3.984 -1.266 -1.335
C26 5.097 -1.263 -2.113
C27 1.786 -0.326 -0.809
C28 0.749 -0.316 -0.146
H28 8.275 1.783 -6.554
H29 8.593 0.079 -6.116
H30 8.860 1.347 -4.920
H31 4.266 1.268 -4.282
H32 2.258 1.261 -2.872
H33 3.881 -1.973 -0.523
H34 5.897 -1.968 -1.925

Record 5
ORCA calculation (ωB97M-V with the def2-TZVPD basis set) on a molecular structure, C28H34GeNO6P3Pd.

2S+1: 2
Net charge: +1
Lowest unoccupied orbital energy (alpha / beta): -3.6 / -4.5 eV
Highest occupied orbital energy (alpha / beta): -11.41 / -11.89 eV
Energy above the lowest of the compared OMol25 structures with the same formula, charge and spin: 17.60 kJ/mol

Positions of all 74 atoms, in Å:
Pd1 0.806 -0.263 0.973
N1 -3.247 -1.097 2.011
C1 -2.161 -2.149 2.101
C2 -2.737 -3.409 2.740
P1 -0.781 -1.434 3.089
O1 -1.484 -1.232 4.516
O2 -0.622 -0.026 2.500
O3 0.401 -2.320 3.109
P2 -1.653 -2.398 0.307
O4 -1.671 -3.978 0.091
O5 -2.751 -1.734 -0.450
O6 -0.221 -1.959 0.102
H1 -2.903 -0.159 2.250
H2 -4.050 -1.331 2.591
H3 -3.526 -1.084 0.998
H4 -3.136 -3.182 3.729
H5 -1.950 -4.152 2.853
H6 -3.518 -3.849 2.117
H7 -0.957 -1.585 5.243
H8 -0.777 -4.338 0.012
C3 2.141 5.432 1.450
C4 2.820 4.229 1.318
C5 2.151 3.104 0.863
C6 0.795 3.166 0.544
C7 0.118 4.378 0.692
C8 0.792 5.507 1.137
Ge1 -0.204 1.666 -0.158
C9 -2.050 1.732 0.429
C10 -3.079 1.380 -0.442
C11 -4.406 1.506 -0.043
C12 -4.706 1.987 1.222
C13 -3.682 2.348 2.096
C14 -2.360 2.224 1.700
C15 -0.017 1.344 -2.053
C16 0.484 2.365 -2.860
C17 0.645 2.158 -4.223
C18 0.320 0.928 -4.778
C19 -0.184 -0.090 -3.979
C20 -0.361 0.114 -2.617
H9 2.664 6.312 1.802
H10 3.871 4.168 1.572
H11 2.691 2.169 0.771
H12 -0.943 4.446 0.465
H13 0.260 6.443 1.243
H14 -2.854 0.994 -1.429
H15 -5.200 1.232 -0.726
H16 -5.739 2.099 1.527
H17 -3.918 2.739 3.078
H18 -1.565 2.502 2.382
H19 0.758 3.321 -2.427
H20 1.030 2.952 -4.850
H21 0.453 0.763 -5.840
H22 -0.448 -1.045 -4.415
H23 -0.753 -0.686 -2.000
C21 3.115 0.455 -1.795
P3 2.606 -0.588 -0.408
C22 4.071 -0.612 0.671
C23 2.469 -2.267 -1.049
C24 2.318 -2.521 -2.408
C25 2.144 -3.824 -2.853
C26 2.120 -4.872 -1.946
C27 2.264 -4.620 -0.586
C28 2.429 -3.322 -0.137
H24 2.365 0.457 -2.578
H25 4.054 0.059 -2.186
H26 3.262 1.482 -1.457
H27 4.933 -0.975 0.112
H28 3.899 -1.265 1.527
H29 4.274 0.393 1.041
H30 2.327 -1.713 -3.128
H31 2.030 -4.019 -3.912
H32 1.991 -5.888 -2.297
H33 2.248 -5.437 0.124
H34 2.496 -3.135 0.930

Record 6
ORCA calculation (ωB97M-V with the def2-TZVPD basis set) on a molecular structure, C28H34IrN6O4PS5.

Net charge: 0
Lowest unoccupied orbital energy: -1.3 eV
Highest occupied orbital energy: -7.76 eV
Energy above the lowest of the compared OMol25 structures with the same formula, charge and spin: 278.61 kJ/mol

Positions of all 79 atoms, in Å:
Ir1 1.665 -0.778 0.258
S1 1.909 -0.284 2.814
C1 3.358 -1.078 2.427
N1 3.415 -1.769 1.320
C2 4.684 -2.199 1.021
C3 5.065 -2.894 -0.124
C4 6.403 -3.176 -0.308
C5 7.354 -2.803 0.642
C6 6.983 -2.152 1.806
C7 5.642 -1.847 1.986
S2 4.874 -0.970 3.288
H1 4.309 -3.176 -0.845
H2 6.720 -3.690 -1.205
H3 8.396 -3.029 0.465
H4 7.715 -1.875 2.551
C8 -5.869 -3.073 2.945
C9 -4.348 -3.024 3.036
C10 -3.699 -3.302 1.683
N2 -2.263 -3.050 1.731
C11 -1.478 -2.509 0.806
S3 0.191 -2.785 0.935
N3 -2.013 -1.872 -0.268
C12 -3.103 -0.983 -0.372
O1 -3.571 -0.778 -1.465
C13 -3.615 -0.334 0.858
C14 -4.949 0.080 0.844
C15 -5.489 0.729 1.936
C16 -4.696 0.990 3.047
C17 -3.368 0.601 3.057
C18 -2.822 -0.058 1.967
H5 -6.316 -2.980 3.934
H6 -6.206 -4.016 2.511
H7 -6.239 -2.255 2.327
H8 -3.995 -3.762 3.761
H9 -4.037 -2.037 3.379
H10 -4.153 -2.675 0.924
H11 -3.865 -4.347 1.399
H12 -1.769 -3.493 2.492
H13 -1.428 -1.882 -1.093
H14 -5.537 -0.125 -0.041
H15 -6.524 1.043 1.914
H16 -5.118 1.512 3.895
H17 -2.739 0.838 3.904
H18 -1.769 -0.306 1.978
N4 3.164 -1.856 -3.946
C19 3.018 -1.257 -2.745
O2 2.181 -1.698 -1.926
C20 3.873 -0.119 -2.487
C21 3.689 0.394 -1.226
N5 3.268 0.591 -0.161
C22 4.742 0.406 -3.454
N6 5.423 0.820 -4.289
H19 3.839 -1.533 -4.617
H20 2.567 -2.631 -4.173
C23 2.163 3.332 -2.477
C24 1.624 4.029 -1.236
C25 2.464 3.748 -0.005
O3 0.231 3.682 -1.063
P1 -0.451 2.511 -0.216
S4 -0.321 2.733 1.734
S5 0.121 0.678 -0.979
O4 -1.967 2.715 -0.614
C26 -2.576 3.000 -1.901
C27 -1.890 2.295 -3.059
C28 -2.638 4.504 -2.107
H21 3.147 3.730 -2.726
H22 1.499 3.491 -3.327
H23 2.251 2.263 -2.296
H24 1.584 5.107 -1.417
H25 2.537 2.678 0.173
H26 2.025 4.214 0.875
H27 3.468 4.144 -0.157
H28 -3.587 2.601 -1.786
H29 -0.860 2.638 -3.156
H30 -2.427 2.518 -3.980
H31 -1.903 1.221 -2.902
H32 -1.645 4.898 -2.318
H33 -3.024 4.989 -1.211
H34 -3.298 4.737 -2.943